# 1
Entry from the Open Molecules 2025 dataset: a molecular structure, C44H34BrCoN5S2 (the ωB97M-V functional and the def2-TZVPD basis).

Each line ends with the Mulliken spin population.
Positions of all 87 atoms, in Å:
Co: -0.32992 0.25356 -0.33454  1.06
C: -1.45843 1.28536 2.50860  0.00
N: -1.55510 0.53648 1.26102  0.00
C: -2.64103 -0.15592 1.07470  0.01
C: -2.83965 -0.81761 -0.14205  -0.01
C: -3.89377 -1.59410 -0.64990  0.00
C: -3.53180 -1.92811 -1.94151  0.00
C: -2.27449 -1.34855 -2.17099  -0.01
N: -1.85889 -0.68154 -1.10368  -0.03
C: -1.36389 0.41812 3.74457  0.00
C: -0.21610 -0.33313 3.96978  0.00
C: -0.09099 -1.11190 5.10485  0.00
C: -1.10688 -1.13370 6.04658  0.00
C: -2.25001 -0.38450 5.83540  0.00
C: -2.38187 0.38239 4.68960  0.00
H: -2.32993 1.94913 2.59728  0.00
H: -0.56330 1.90882 2.45355  0.00
H: -3.42126 -0.19556 1.83412  0.00
H: -4.79422 -1.86905 -0.13552  0.00
H: -4.10472 -2.50321 -2.64400  0.00
H: -1.68946 -1.40564 -3.07258  0.00
H: 0.58127 -0.29234 3.24458  0.00
H: 0.80356 -1.69432 5.26148  0.00
H: -1.00498 -1.71943 6.94784  0.00
H: -3.04500 -0.39468 6.56788  0.00
H: -3.27983 0.96775 4.54671  0.00
S: 1.19052 2.26214 -5.35461  0.00
C: 2.00381 2.62799 -6.82954  0.00
C: 2.95297 1.70246 -7.12965  0.00
C: 3.04750 0.68226 -6.16662  0.00
C: 2.16319 0.82358 -5.12227  0.00
C: 2.01179 0.01993 -3.94587  0.00
C: 1.02319 0.33243 -3.00816  -0.01
N: 0.84716 -0.27328 -1.84888  0.00
C: 1.61887 -1.38662 -1.59063  0.02
C: 2.64040 -1.80032 -2.49771  0.01
C: 3.39876 -2.96644 -2.15377  0.00
C: 3.13797 -3.68644 -1.04074  0.00
C: 2.08608 -3.32187 -0.14272  0.00
C: 1.75317 -4.03710 0.99167  0.00
C: 0.68939 -3.60379 1.80761  0.00
C: 0.01150 -2.43471 1.41701  -0.01
N: 0.32175 -1.72343 0.36500  0.05
C: 1.33962 -2.14167 -0.44888  -0.02
C: 0.31627 -4.27436 3.01664  0.00
C: -0.79418 -4.06988 3.80207  0.00
C: -0.79820 -4.84788 4.97102  0.00
C: 0.29568 -5.64691 5.08338  0.00
S: 1.35251 -5.48439 3.73431  0.00
C: 2.85022 -1.08598 -3.66181  -0.01
H: 1.72240 3.50863 -7.37012  0.00
H: 3.56794 1.75208 -8.01108  0.00
H: 3.74790 -0.12872 -6.24469  0.00
H: 0.32265 1.11877 -3.25180  0.00
H: 4.19315 -3.26207 -2.82506  0.00
H: 3.71683 -4.56904 -0.80794  0.00
H: 2.29512 -4.93361 1.25734  0.00
H: -0.80024 -2.05979 2.02423  0.00
H: -1.57817 -3.37913 3.54917  0.00
H: -1.58749 -4.81293 5.70072  0.00
H: 0.55248 -6.32073 5.87647  0.00
H: 3.61696 -1.39041 -4.35737  0.00
C: -2.94493 5.80769 -3.02328  0.00
C: -2.37109 4.56249 -2.43181  0.00
C: -3.12485 3.68149 -1.66568  0.00
C: -2.53952 2.52920 -1.16781  0.00
N: -1.25752 2.22663 -1.33944  0.03
C: -0.52218 3.08187 -2.04862  0.00
C: -1.03465 4.22492 -2.63183  0.01
H: -3.94948 5.99436 -2.65328  0.00
H: -2.98837 5.71818 -4.10815  0.00
H: -2.31243 6.66333 -2.79211  0.00
H: -4.16854 3.87533 -1.46688  0.00
H: -3.12983 1.82549 -0.59984  0.00
H: 0.52833 2.85574 -2.15514  0.00
H: -0.39398 4.84617 -3.23629  0.00
Br: 4.42311 3.55521 2.99628  0.00
C: 3.08886 2.60756 2.00360  0.00
C: 2.08810 3.30410 1.35589  0.00
C: 1.10604 2.59954 0.67932  -0.02
C: 1.10772 1.20430 0.56815  -0.04
C: 2.15699 0.55308 1.22340  -0.03
C: 3.12199 1.22846 1.95212  0.00
H: 2.06402 4.38445 1.37162  0.00
H: 0.31892 3.19022 0.23671  0.00
H: 2.25307 -0.52099 1.18492  0.00
H: 3.89145 0.67410 2.46763  0.00

Summary:
HOMO (spin up / spin down) ... -7.1 / -7.0 eV
Kohn-Sham gap (spin up / spin down) ... 6.1 / 6.1 eV
Multiplicity ... 2
LUMO level (spin up / spin down) ... -0.960 / -0.948 eV
Net charge ... 0

---

# 2
Entry from the Open Molecules 2025 dataset: a molecular structure, C44H34Cl2N2O7PSV (the ωB97M-V functional and the def2-TZVPD basis).

Each line ends with the Mulliken spin population.
Positions of all 92 atoms, in Å:
V: 0.62728 -0.25227 -0.50541  1.93
O: -0.69466 -4.17659 -1.31801  0.00
N: -1.17306 -3.47559 -0.25029  0.00
C: -1.38334 -4.19224 0.76166  0.01
C: -1.83901 -3.56583 2.02167  -0.01
C: -2.24306 -4.42264 3.04036  0.00
C: -2.67146 -3.93736 4.26243  0.00
C: -2.67912 -2.57585 4.48672  0.00
C: -2.26472 -1.69960 3.49249  0.00
C: -1.84846 -2.15407 2.24064  0.02
P: -1.37437 -0.96124 0.90314  0.09
C: -2.92792 -0.83942 -0.07252  -0.05
C: -4.17313 -0.82943 0.55558  0.00
C: -5.33829 -0.69591 -0.18959  0.00
C: -5.27122 -0.59429 -1.57161  0.00
C: -4.03778 -0.63147 -2.20758  0.01
C: -2.87460 -0.74668 -1.46166  0.00
C: -1.36079 0.61516 1.88664  -0.01
C: -0.12974 0.87258 2.49837  -0.01
C: 0.08108 2.02035 3.24648  0.00
C: -0.95087 2.93775 3.39231  0.00
C: -2.18456 2.68801 2.80654  0.00
C: -2.39114 1.53238 2.06291  0.01
H: -0.38762 -3.50971 -1.93583  0.00
H: -1.20485 -5.26703 0.72620  0.00
H: -2.23020 -5.49211 2.85703  0.00
H: -2.99371 -4.61934 5.04046  0.00
H: -3.01360 -2.18430 5.44025  0.00
H: -2.26824 -0.64377 3.70853  0.00
H: -4.23413 -0.94677 1.63106  0.00
H: -6.29882 -0.67708 0.31120  0.00
H: -6.18023 -0.50201 -2.15413  0.00
H: -3.98372 -0.57030 -3.28730  0.00
H: -1.91590 -0.76112 -1.96539  0.05
H: 0.66780 0.14501 2.39753  0.01
H: 1.04740 2.19606 3.70462  0.00
H: -0.79577 3.84402 3.96482  0.00
H: -2.99301 3.39939 2.93301  0.00
H: -3.36774 1.34149 1.63294  0.00
C: -4.50988 3.58983 -0.51724  0.00
O: -3.76431 4.27441 -1.51313  0.00
C: -2.59140 3.72258 -1.89048  0.00
C: -1.91475 4.35194 -2.93187  0.00
C: -0.73006 3.81630 -3.37915  0.00
C: -0.18444 2.64961 -2.83316  -0.01
C: 1.01206 2.02492 -3.45244  0.00
C: 1.96605 2.90646 -4.22059  0.00
O: 1.20827 0.82802 -3.38688  0.02
C: -0.85253 2.05979 -1.74533  -0.03
O: -0.34889 0.99102 -1.07520  0.01
C: -2.05189 2.59748 -1.29279  0.01
H: -5.42912 4.15271 -0.39211  0.00
H: -3.97036 3.56264 0.43276  0.00
H: -4.74279 2.56819 -0.82901  0.00
H: -2.34792 5.24085 -3.37421  0.00
H: -0.21683 4.29930 -4.20174  0.00
H: 1.51302 3.22280 -5.16412  0.00
H: 2.86369 2.33308 -4.43685  0.00
H: 2.21965 3.79568 -3.64232  0.00
H: -2.53879 2.10475 -0.46706  0.00
Cl: 3.73517 -3.05334 1.28894  0.00
C: 3.49504 -3.05726 -0.42218  -0.02
C: 4.44041 -3.70683 -1.24168  0.00
C: 4.28503 -3.72124 -2.59251  0.00
Cl: 5.50090 -4.47097 -3.57799  0.00
C: 3.14210 -3.14277 -3.19812  0.01
C: 2.87757 -3.12264 -4.58340  0.00
C: 1.71817 -2.56123 -5.03524  0.00
C: 0.79093 -2.05783 -4.10406  0.02
N: 1.00702 -2.04752 -2.81324  -0.01
C: 2.18798 -2.53884 -2.35774  0.02
C: 2.41309 -2.41647 -0.95691  -0.02
O: 1.56232 -1.65228 -0.27440  -0.11
H: 5.29992 -4.17452 -0.78154  0.00
H: 3.59218 -3.55476 -5.27078  0.00
H: 1.49247 -2.51932 -6.09242  0.00
H: -0.15834 -1.65372 -4.43932  0.00
O: 6.22842 2.67308 5.08085  0.00
C: 5.57223 1.53461 4.75171  0.00
O: 5.60528 0.60634 5.51082  0.00
C: 4.83436 1.51998 3.45563  0.00
C: 4.96788 2.49349 2.46617  0.00
C: 4.26112 2.40567 1.28024  0.00
C: 3.38969 1.33617 1.03793  -0.03
S: 2.52021 1.29212 -0.48125  0.00
C: 3.27707 0.35099 2.02778  0.02
C: 3.98412 0.44637 3.21197  0.01
H: 6.09099 3.35087 4.41412  0.00
H: 5.64321 3.33450 2.58637  0.00
H: 4.37424 3.16616 0.51746  0.00
H: 2.64294 -0.50196 1.84385  0.03
H: 3.89278 -0.31738 3.97555  0.00

Summary:
HOMO (spin up / spin down) ... -7.2 / -7.4 eV
Kohn-Sham gap (spin up / spin down) ... 6.8 / 7.1 eV
Multiplicity ... 3
LUMO level (spin up / spin down) ... -0.344 / -0.250 eV
Net charge ... 0

---

# 3
Entry from the Open Molecules 2025 dataset: a molecular structure, C44H34F2N10Sc (the ωB97M-V functional and the def2-TZVPD basis).

Each line ends with the Mulliken charge.
Positions of all 91 atoms, in Å:
Sc: -0.13275 0.06285 -0.37944  -0.91
C: -0.55363 -2.35662 1.49890  -2.26
N: 0.19340 -2.11579 0.24338  0.44
C: -0.07366 -3.09638 -0.80952  -1.44
C: -1.22055 -2.55434 -1.58586  0.10
N: -1.89061 -1.51147 -1.16556  0.56
C: -2.98206 -1.40594 -2.03039  0.12
C: -4.12639 -0.59173 -1.99160  -0.60
C: -5.05137 -0.80961 -2.99767  -0.83
C: -4.86926 -1.78929 -4.00718  -0.49
C: -3.75207 -2.60038 -4.05199  -1.34
C: -2.85621 -2.37855 -3.02069  0.87
N: -1.69150 -3.06533 -2.72922  0.12
C: -0.58744 -1.06888 2.28382  2.13
N: -1.16103 -0.05924 1.42220  0.15
C: -1.90955 0.73649 2.28622  0.86
C: -2.46289 1.98640 2.11833  -0.43
C: -3.21152 2.55669 3.18098  -1.39
C: -3.41359 1.87740 4.38481  -0.77
C: -2.83076 0.61181 4.53894  -0.97
C: -2.09544 0.09957 3.50528  0.49
N: -1.51977 -1.16285 3.41117  -0.17
H: -0.11570 -3.19751 2.02361  0.35
H: -1.61904 -2.57788 1.30461  0.50
H: 1.18835 -2.13247 0.47071  0.31
H: -0.31440 -4.11234 -0.44708  0.58
H: 0.80132 -3.19501 -1.44704  0.37
H: -4.26427 0.17667 -1.23769  0.66
H: -5.95495 -0.21329 -3.07763  0.45
H: -5.64282 -1.85414 -4.75664  0.42
H: -3.65640 -3.37343 -4.82037  0.44
H: -1.26449 -3.82093 -3.22856  0.28
H: -2.35380 2.59936 1.20860  0.09
H: -3.66443 3.54066 3.04460  0.43
H: -4.03190 2.28546 5.18816  0.42
H: -2.94757 0.08409 5.47491  0.45
H: -1.19215 -1.56832 4.26983  0.46
C: 5.55636 0.57563 1.40169  -0.79
C: 4.88765 1.62917 0.79091  -0.79
C: 3.69570 1.42931 0.09413  0.00
C: 3.13531 0.14685 0.01643  -0.76
C: 3.75258 -0.86976 0.74761  0.42
C: 4.96426 -0.67731 1.37899  -0.71
N: 2.06976 -0.12916 -0.86662  0.57
C: 2.42409 -0.85863 -1.97108  1.47
C: 3.70267 -1.43664 -2.23553  -1.01
C: 3.94000 -2.12856 -3.39223  -0.69
C: 2.95085 -2.33944 -4.35087  -0.94
C: 1.70094 -1.78195 -4.18042  -0.72
C: 1.45497 -0.98407 -3.00447  0.01
N: 0.33352 -0.24924 -2.74493  1.60
N: -0.47342 0.04867 -3.65422  -1.56
C: -1.44342 0.98037 -3.18093  0.08
C: -2.31679 1.46998 -4.14206  -0.71
C: -3.27765 2.37602 -3.76650  -0.66
C: -3.32763 2.76756 -2.43792  -1.05
C: -2.38413 2.27621 -1.56180  0.14
N: -1.44494 1.36820 -1.90932  1.04
H: 6.49979 0.75150 1.90382  0.43
H: 5.33304 2.62343 0.79414  0.42
H: 3.22525 2.25675 -0.42948  0.43
H: 3.33516 -1.86856 0.71697  0.33
H: 5.42908 -1.50077 1.87419  0.51
H: 4.54074 -1.33103 -1.53831  0.35
H: 4.91452 -2.54176 -3.52226  0.49
H: 3.10981 -2.98568 -5.18971  0.43
H: 0.90857 -1.89338 -4.91374  0.52
H: -2.18646 1.09147 -5.15935  0.57
H: -3.91798 2.78669 -4.51450  0.48
H: -4.03109 3.48757 -2.09255  0.56
H: -2.36880 2.59627 -0.53062  -0.01
F: 3.44709 -2.47187 4.55530  -0.38
C: 2.74892 -1.45997 4.04843  0.02
C: 1.54066 -1.72028 3.45847  -0.37
C: 0.79875 -0.69602 2.85087  -0.67
C: 1.30115 0.62705 2.88020  0.25
C: 2.50218 0.82421 3.57987  0.17
F: 3.06256 2.03558 3.58898  -0.41
C: 3.26575 -0.17743 4.11179  -0.52
C: 0.74919 1.85992 2.22636  0.41
C: 0.68989 3.03368 2.98465  -0.22
C: 0.42515 4.23431 2.35802  -1.25
C: 0.23803 4.24180 0.98520  -1.16
C: 0.32508 3.04962 0.31261  -1.04
N: 0.53905 1.86280 0.89888  1.68
H: 1.14788 -2.72859 3.49362  0.59
H: 4.21249 0.06078 4.54844  0.57
H: 0.82694 2.98443 4.05337  0.62
H: 0.40918 5.17145 2.90967  0.49
H: 0.05429 5.16092 0.43828  0.49
H: 0.25438 3.01620 -0.78739  0.80

Summary:
HOMO ... -9.1 eV
Kohn-Sham gap ... 5.3 eV
Multiplicity ... 1
LUMO level ... -3.782 eV
Net charge ... +1

---

Values for ΔE to the lowest compared entry with this formula, charge and spin, kJ/mol, ordered as above
45.5 224.0 0.0
Values for electronic energy, eV, ordered as above
-182971.54077 -134349.94002 -87215.56609